C28H26BrHfI2N5O as an isolated structure. Source: OMol25; level of theory: the ωB97M-V functional and the def2-TZVPD basis.

## Properties
energy relative to the best compared isomer or geometry (same formula, charge and spin) = 0.4133 eV
charge = +2
highest occupied orbital energy = -0.4888 Ha
LUMO = -6.68 eV

Geometry (Å):
Hf: 0.26 0.23 -0.20
C: -3.68 2.58 -0.59
C: -2.47 1.86 -0.14
N: -1.50 1.50 -0.89
N: -1.50 1.82 -2.24
C: -0.29 1.66 -2.69
O: 0.70 1.24 -1.90
C: 0.05 1.92 -4.09
C: -0.95 2.26 -5.00
C: -0.62 2.48 -6.33
C: 0.69 2.37 -6.75
C: 1.70 2.04 -5.84
C: 1.38 1.81 -4.52
C: -2.23 1.55 1.30
C: -3.16 1.83 2.29
C: -2.83 1.57 3.61
C: -1.59 1.04 3.91
C: -0.71 0.77 2.86
N: -1.02 1.02 1.59
H: -3.61 2.83 -1.64
H: -3.82 3.49 0.00
H: -4.57 1.96 -0.43
H: -1.98 2.34 -4.67
H: -1.40 2.74 -7.04
H: 0.94 2.54 -7.79
H: 2.72 1.97 -6.17
H: 2.15 1.57 -3.80
H: -4.11 2.27 2.03
H: -3.53 1.79 4.40
H: -1.29 0.83 4.92
H: 0.27 0.35 3.04
I: 0.41 -1.98 -2.49
C: 2.38 -1.69 -3.28
I: 3.76 -0.66 -2.07
H: 2.24 -1.15 -4.21
H: 2.75 -2.69 -3.45
Br: 1.94 2.17 0.89
C: 2.96 1.05 2.08
C: 3.88 1.65 2.88
C: 4.67 0.82 3.70
C: 4.51 -0.54 3.66
C: 3.55 -1.14 2.81
C: 3.40 -2.55 2.75
C: 2.48 -3.10 1.91
C: 1.65 -2.28 1.12
C: 1.72 -0.90 1.13
C: 2.72 -0.34 1.99
H: 4.02 2.72 2.89
H: 5.41 1.27 4.35
H: 5.13 -1.18 4.28
H: 4.04 -3.17 3.37
H: 2.39 -4.18 1.85
H: 0.94 -2.79 0.48
C: -4.12 -2.92 1.30
N: -2.65 -2.96 1.44
C: -2.02 -4.15 2.04
C: -1.92 -2.13 0.77
N: -1.26 -1.38 0.18
H: -4.56 -3.16 2.26
H: -4.44 -3.66 0.56
H: -4.43 -1.93 0.99
H: -2.50 -4.34 3.00
H: -0.96 -3.95 2.20
H: -2.14 -5.01 1.39

C37H38BiFN5O6S4 as an isolated structure at a distorted geometry. Source: OMol25; level of theory: the ωB97M-V functional and the def2-TZVPD basis.

## Properties
energy relative to the best compared isomer or geometry (same formula, charge and spin) = 0.0000 eV
charge = -1
highest occupied orbital energy (alpha / beta) = -0.0836 / -0.0836 Ha
LUMO (alpha / beta) = -0.90 / -0.90 eV

Geometry (Å):
Bi: -0.31 -2.60 0.27
C: -2.37 -0.67 2.47
N: -1.92 -2.06 2.27
C: -2.70 -3.06 2.58
C: -2.43 -4.35 2.16
C: -3.12 -5.56 2.45
C: -2.49 -6.56 1.72
C: -1.46 -5.94 1.00
N: -1.41 -4.63 1.23
C: -1.85 -0.04 3.78
C: -2.73 0.35 4.81
C: -2.24 0.73 6.06
C: -0.90 0.79 6.28
C: -0.01 0.45 5.26
C: -0.48 0.11 4.00
H: -3.48 -0.68 2.56
H: -2.05 -0.06 1.62
H: -3.54 -2.90 3.26
H: -3.97 -5.65 3.11
H: -2.72 -7.61 1.71
H: -0.78 -6.42 0.30
H: -3.80 0.27 4.66
H: -2.94 0.98 6.86
H: -0.54 1.11 7.24
H: 1.05 0.43 5.47
H: 0.20 -0.08 3.18
S: 1.44 -2.44 2.76
S: 2.96 -2.11 1.50
S: 2.85 -0.49 0.12
S: 1.94 -1.17 -1.52
C: -2.84 4.81 -1.79
C: -1.69 4.15 -2.54
N: -1.01 3.07 -1.81
C: -1.46 1.80 -2.06
C: -1.30 0.72 -1.17
C: -2.07 -0.51 -1.48
O: -2.80 -0.49 -2.47
O: -2.00 -1.58 -0.71
C: -0.36 0.87 -0.11
O: 0.02 -0.15 0.61
C: 0.23 2.17 0.09
C: 1.19 2.45 1.09
C: 1.67 3.74 1.32
F: 2.47 3.94 2.41
C: 1.28 4.87 0.50
C: 0.33 4.59 -0.51
C: -0.18 3.31 -0.73
N: 1.76 6.13 0.67
C: 1.04 7.33 0.25
C: 1.56 7.96 -1.03
N: 3.08 8.10 -1.00
C: 3.86 6.93 -0.41
C: 3.20 6.39 0.84
H: -3.30 5.63 -2.38
H: -2.47 5.22 -0.82
H: -3.61 4.07 -1.56
H: -0.89 4.88 -2.80
H: -2.00 3.68 -3.49
H: -2.01 1.65 -2.98
H: 1.58 1.65 1.67
H: 0.04 5.41 -1.17
H: 1.09 8.09 1.07
H: -0.04 7.09 0.17
H: 1.14 8.97 -1.17
H: 1.28 7.37 -1.94
H: 3.29 8.97 -0.50
H: 3.43 8.27 -1.97
H: 4.88 7.31 -0.21
H: 3.95 6.16 -1.19
H: 3.31 7.13 1.66
H: 3.66 5.46 1.17
C: -1.28 -6.61 -6.07
O: -0.03 -7.04 -5.55
C: 0.35 -6.56 -4.33
C: 1.57 -7.12 -3.85
C: 2.06 -6.65 -2.64
C: 1.43 -5.63 -1.89
C: 2.04 -5.23 -0.64
C: 3.36 -5.86 -0.25
O: 1.52 -4.40 0.16
C: 0.20 -5.07 -2.38
O: -0.45 -4.10 -1.78
C: -0.35 -5.62 -3.57
H: -1.39 -7.03 -7.09
H: -1.35 -5.49 -6.17
H: -2.12 -6.96 -5.43
H: 2.13 -7.86 -4.41
H: 2.95 -7.10 -2.25
H: 3.28 -6.97 -0.21
H: 3.70 -5.45 0.71
H: 4.12 -5.72 -1.08
H: -1.28 -5.26 -3.96

A single C4H8O3 molecule at a distorted geometry. Source: OMol25; level of theory: the ωB97M-V functional and the def2-TZVPD basis.

## Properties
energy relative to the best compared isomer or geometry (same formula, charge and spin) = 2.5327 eV
highest occupied orbital energy = -0.3636 Ha
LUMO = 0.35 eV

Geometry (Å):
C: -0.95 0.75 -1.37
C: -0.74 -0.43 -0.39
O: 0.11 -1.47 -0.81
C: -0.04 0.03 0.90
O: 0.44 -1.31 1.53
C: 1.31 0.73 0.63
O: 1.95 1.16 1.57
H: -1.49 0.37 -2.24
H: -1.57 1.56 -0.94
H: -0.02 1.20 -1.73
H: -1.75 -0.80 -0.14
H: 0.42 -1.80 0.10
H: -0.73 0.69 1.48
H: 1.39 -1.34 1.81
H: 1.67 0.68 -0.41

C28H28N6RuS4 as an isolated structure. Source: OMol25; level of theory: the ωB97M-V functional and the def2-TZVPD basis.

## Properties
energy relative to the best compared isomer or geometry (same formula, charge and spin) = 0.1899 eV
charge = -1
highest occupied orbital energy (alpha / beta) = -0.1238 / -0.1363 Ha
<S²> = 0.8010
spin multiplicity = 2
LUMO (alpha / beta) = 2.57 / 2.06 eV

Geometry (Å):
Ru: 0.10 -0.98 0.16
C: 4.42 -3.70 -0.75
S: 3.74 -2.85 -2.19
C: 2.27 -2.12 -1.53
S: 1.42 -2.82 -0.21
N: 1.89 -1.09 -2.22
N: 0.73 -0.50 -1.72
C: 0.03 0.07 -2.68
C: -1.13 0.85 -2.53
C: -1.96 1.06 -3.66
C: -3.20 1.61 -3.56
C: -3.67 2.01 -2.27
C: -2.84 1.90 -1.21
N: -1.56 1.41 -1.32
H: 5.20 -4.35 -1.12
H: 3.65 -4.30 -0.26
H: 4.83 -2.98 -0.04
H: 0.35 -0.12 -3.69
H: -1.59 0.69 -4.61
H: -3.82 1.73 -4.44
H: -4.66 2.41 -2.12
H: -3.11 2.24 -0.22
C: 1.15 -1.37 3.38
C: -0.25 -1.84 3.18
C: -0.93 -2.34 4.32
C: -2.17 -2.87 4.21
C: -2.77 -2.95 2.93
C: -4.03 -3.56 2.76
C: -4.59 -3.61 1.51
C: -3.92 -3.06 0.41
C: -2.68 -2.45 0.53
S: -1.87 -1.78 -0.83
C: -2.07 -2.40 1.83
N: -0.81 -1.83 1.98
H: 1.44 -1.48 4.43
H: 1.28 -0.33 3.08
H: 1.84 -1.94 2.76
H: -0.44 -2.28 5.28
H: -2.70 -3.26 5.07
H: -4.53 -3.99 3.62
H: -5.55 -4.08 1.36
H: -4.36 -3.10 -0.57
C: 3.16 2.49 -1.63
N: 2.20 3.60 -1.61
C: 2.40 4.45 -2.77
C: 0.84 3.09 -1.61
C: 0.44 2.43 -0.31
C: 1.10 2.78 0.85
C: 0.66 2.36 2.11
C: -0.45 1.55 2.21
C: -1.12 1.14 1.05
C: -0.68 1.58 -0.20
H: 4.17 2.89 -1.53
H: 3.09 1.91 -2.56
H: 2.98 1.81 -0.80
H: 3.41 4.87 -2.74
H: 1.68 5.27 -2.76
H: 2.30 3.90 -3.72
H: 0.69 2.40 -2.46
H: 0.15 3.93 -1.78
H: 1.95 3.44 0.77
H: 1.18 2.68 3.00
H: -0.82 1.23 3.18
H: -2.04 0.57 1.12
S: 4.66 0.19 1.27
C: 3.04 -0.04 1.02
N: 1.89 -0.16 0.87

A 2-piece molecular cluster, CH6NO2 overall at a distorted geometry. Source: OMol25; level of theory: the ωB97M-V functional and the def2-TZVPD basis.

## Properties
energy relative to the best compared isomer or geometry (same formula, charge and spin) = 0.5744 eV
charge = -1
highest occupied orbital energy = -0.1164 Ha
LUMO = 4.70 eV

Geometry (Å):
N: 0.24 -1.89 -0.50
C: 0.52 -0.69 0.29
O: 0.56 0.44 -0.50
H: -0.75 -2.12 -0.49
H: 0.60 -1.77 -1.42
H: -0.13 -0.48 1.19
H: 1.53 -0.84 0.76
H: -1.35 2.07 1.43
H: -0.50 1.20 0.15
O: -1.05 2.06 0.51

A 7-piece molecular cluster, C5H25Br4N4O3 overall at a distorted geometry. Source: OMol25; level of theory: the ωB97M-V functional and the def2-TZVPD basis.

## Properties
energy relative to the best compared isomer or geometry (same formula, charge and spin) = 0.0000 eV
charge = +3
highest occupied orbital energy = -0.5756 Ha
LUMO = -8.70 eV

Geometry (Å):
N: -2.62 20.65 -14.33
H: -3.56 20.27 -14.23
H: -2.15 20.23 -15.13
H: -2.02 20.50 -13.50
H: -2.77 21.65 -14.54
N: 2.26 20.57 -14.86
H: 2.13 20.19 -15.80
H: 1.42 20.33 -14.28
H: 2.39 21.59 -14.90
H: 3.05 20.06 -14.46
N: -0.59 15.52 -15.30
H: 0.20 14.90 -15.48
H: -1.44 15.04 -15.01
H: -0.70 16.00 -16.20
H: -0.41 16.31 -14.62
N: -0.32 15.83 -10.57
H: 0.23 15.24 -11.19
H: -1.28 15.82 -10.93
H: 0.04 16.80 -10.74
H: -0.30 15.57 -9.59
O: 0.56 18.33 -11.39
C: 0.11 18.43 -12.68
O: 0.15 19.58 -13.20
O: -0.23 17.36 -13.25
H: 0.98 19.21 -11.26
Br: -1.56 23.51 -13.18
C: -0.42 24.13 -11.73
C: -0.13 23.01 -10.75
Br: 1.64 22.23 -11.11
H: -0.89 25.02 -11.32
H: 0.50 24.42 -12.24
H: -0.81 22.17 -10.80
H: -0.08 23.43 -9.75
Br: 2.16 19.03 -8.62
C: 2.18 17.67 -7.19
C: 1.13 18.03 -6.18
Br: 1.29 16.90 -4.62
H: 3.18 17.72 -6.75
H: 2.11 16.64 -7.54
H: 0.12 17.81 -6.54
H: 1.11 19.08 -5.90